1.
Entry from OMol25: 2 unconnected molecules or ions with the total composition C3H3O2S (ωB97M-V with the def2-TZVPD basis set).

```
9
Properties=species:S:1:pos:R:3:forces:R:3:lowdin_charge:R:1
C 0.244664 -0.071789 0.293447 -3.7 0.4 3.8 -0.19
C -0.276923 0.948255 -0.378458 -1.8 -0.7 1.6 -0.84
C -3.743592 -0.697609 -0.053678 -0.2 0.8 0.4 -0.52
O -3.096447 -1.418401 -0.686983 0.1 -0.3 -0.1 0.16
O -4.468840 -0.046229 0.584367 0.1 -0.4 -0.2 0.13
S -1.797576 1.735460 -0.106643 0.0 0.3 0.1 0.28
H 1.044485 -0.596230 0.007628 3.2 -1.8 -1.2 -0.05
H -0.271194 -0.478164 1.273161 0.9 0.9 -2.0 0.07
H 0.194490 1.190578 -1.251653 1.4 0.9 -2.3 -0.02
```
Positions in Å, forces in eV/Å.

Output
**Molar mass**: 103.12 g/mol
**2S+1**: 1
**Orbital gap**: 6.150 eV
**Total charge**: -1
**E_LUMO**: 3.6 eV



2.
Entry from OMol25: a molecular structure, C35H28Br3I2N3O2STc (ωB97M-V with the def2-TZVPD basis set).

```
75
Properties=species:S:1:pos:R:3:forces:R:3:mulliken_spin:R:1
Tc 0.857275 0.047526 1.398428 0.4 -0.4 0.1 1.03
I 0.958289 1.378002 3.929814 0.0 0.1 0.0 -0.01
C 2.598714 0.155870 4.509450 0.0 0.0 0.1 0.00
I 3.110632 -1.089036 2.866943 -0.3 0.0 -0.1 0.00
H 2.285578 -0.470570 5.335853 0.0 0.0 0.0 0.00
H 3.441865 0.781476 4.776280 0.0 0.0 0.0 0.00
Br 6.271678 2.771961 -1.476337 0.0 0.0 0.0 0.00
C 4.714157 2.093535 -0.699387 0.0 0.0 0.0 0.01
C 3.995547 2.846585 0.217550 0.0 0.0 0.0 -0.01
C 2.864820 2.288832 0.777291 0.0 0.0 0.0 0.04
N 2.417302 1.069365 0.453145 -0.1 0.1 0.0 -0.08
C 3.089031 0.358710 -0.480119 0.0 0.0 0.0 0.01
C 4.254086 0.834480 -1.055017 0.0 0.0 0.0 -0.01
C 2.430060 -0.894204 -0.896640 0.0 -0.1 0.0 0.01
C 2.926692 -1.723147 -1.887618 0.0 0.0 0.0 0.00
C 2.153858 -2.791703 -2.317283 0.0 0.0 0.0 0.00
Br 2.788761 -3.925608 -3.659365 0.0 0.0 0.0 0.00
C 0.899611 -2.990747 -1.759672 0.0 0.0 0.0 0.00
C 0.489416 -2.140044 -0.754429 0.0 0.0 0.0 0.01
N 1.237870 -1.128897 -0.303705 0.0 0.1 0.1 -0.05
H 4.312921 3.838549 0.504348 0.0 0.0 0.0 0.00
H 2.294479 2.822104 1.525094 0.0 0.0 0.0 0.00
H 4.791449 0.257250 -1.792075 0.0 0.0 0.0 0.00
H 3.888481 -1.540250 -2.342375 0.0 0.0 0.0 0.00
H 0.257845 -3.794276 -2.090073 0.0 0.0 0.0 0.00
H -0.478435 -2.265308 -0.289904 0.0 0.0 0.0 0.00
C 2.024376 1.358847 -3.836193 0.0 0.0 0.0 0.00
C 0.750212 2.131941 -4.168762 0.0 0.0 0.0 0.00
C 1.139032 3.576473 -4.514841 0.0 0.0 0.0 0.00
C 0.085971 1.468482 -5.383832 0.0 0.0 0.0 0.00
C -0.233415 2.148834 -3.000784 0.0 0.0 0.0 0.00
C -1.466606 2.811869 -3.175530 0.0 0.0 0.0 0.00
C -2.411863 2.867832 -2.182981 0.0 0.0 0.0 0.00
C -2.119539 2.242931 -0.972357 0.0 0.0 0.0 0.00
S -3.131473 2.108009 0.413784 0.0 0.0 0.0 0.01
C -1.908059 1.233362 1.226934 0.0 -0.1 -0.1 0.04
N -0.801990 1.023404 0.530209 -0.2 0.2 0.0 -0.04
C -0.910314 1.588210 -0.754954 0.0 0.0 0.0 0.01
C 0.036153 1.546624 -1.785472 0.0 0.0 0.0 0.01
C -2.197005 0.760416 2.588806 0.0 0.1 0.1 0.00
C -3.003056 1.526264 3.438607 0.0 0.0 0.0 0.01
C -3.333200 1.079323 4.704667 0.0 0.0 0.0 0.00
C -2.853808 -0.144022 5.150955 0.0 0.0 0.0 0.00
C -2.042066 -0.917492 4.335865 0.0 0.0 -0.1 0.00
C -1.735428 -0.461320 3.069086 0.0 0.0 -0.1 0.00
H 2.687431 1.361559 -4.701869 0.0 0.0 0.0 0.00
H 1.810420 0.315782 -3.586097 0.0 0.0 0.0 0.00
H 2.563464 1.823505 -3.007411 0.0 0.0 0.0 0.00
H 1.843351 3.581623 -5.347945 0.0 0.0 0.0 0.00
H 1.612699 4.070163 -3.663580 0.0 0.0 0.0 0.00
H 0.274505 4.170732 -4.810349 0.0 0.0 0.0 0.00
H 0.789510 1.434967 -6.216729 0.0 0.0 0.0 0.00
H -0.793241 2.016862 -5.720945 0.0 0.0 0.0 0.00
H -0.220428 0.445817 -5.154888 0.0 0.0 0.0 0.00
H -1.682186 3.287292 -4.122378 0.0 0.0 0.0 0.00
H -3.355555 3.373014 -2.337247 0.0 0.0 0.0 0.00
H 0.968129 1.033527 -1.631561 0.0 0.0 0.0 0.00
H -3.360085 2.492640 3.105873 0.0 0.0 0.0 0.00
H -3.956424 1.687533 5.344845 0.0 0.0 0.0 0.00
H -3.097275 -0.494511 6.144707 0.0 0.0 0.0 0.00
H -1.647772 -1.859358 4.692455 0.0 0.0 0.0 0.00
Br -5.916422 -5.859335 2.149445 0.0 0.0 0.0 0.00
C -4.344298 -4.836306 2.180762 0.0 0.0 0.0 0.00
C -3.175626 -5.392027 2.688924 0.0 0.0 0.0 0.00
C -2.019535 -4.635951 2.708485 0.0 0.0 0.0 0.00
C -2.039882 -3.320003 2.245540 0.0 0.1 0.0 0.00
C -3.216911 -2.773495 1.731338 0.0 0.0 0.0 0.00
C -4.367652 -3.535023 1.688733 0.0 0.0 0.0 0.00
C -0.773308 -2.582407 2.255407 0.0 0.0 0.0 -0.02
O 0.328672 -3.028979 2.191326 0.0 0.0 0.1 0.00
O -0.860724 -1.161017 2.232881 0.2 0.0 0.1 0.00
H -3.175464 -6.408097 3.057039 0.0 0.0 0.0 0.00
H -1.096328 -5.057471 3.083812 0.0 0.0 0.0 0.00
H -3.236783 -1.761562 1.346586 0.0 0.0 0.0 0.00
H -5.282186 -3.129916 1.279436 0.0 0.0 0.0 0.00
```
Positions in Å, forces in eV/Å.

Output
**Molar mass**: 1146.21 g/mol
**2S+1**: 2
**Orbital gap (spin up / spin down)**: 7.513 / 7.001 eV
**Total charge**: +2
**E_LUMO (spin up / spin down)**: -6.1 / -6.2 eV



3.
Entry from OMol25: a molecular structure, C42H36GeIMnN3O4S (ωB97M-V with the def2-TZVPD basis set).

```
89
Properties=species:S:1:pos:R:3:forces:R:3:mulliken_spin:R:1
Mn -0.552607 -0.539730 -1.578767 -0.3 0.1 0.1 4.73
C -4.598236 -0.768104 -3.758057 0.0 0.0 0.0 0.00
C -3.888835 0.528045 -3.998160 0.0 0.0 0.0 0.00
N -4.515845 1.498202 -4.608870 0.0 0.0 0.0 0.00
C -3.867037 2.666783 -4.820374 0.0 0.0 0.0 0.01
C -2.581000 2.904294 -4.421116 0.0 0.0 0.0 -0.01
C -1.971173 4.250205 -4.709135 0.0 0.0 0.0 0.00
O -0.849178 4.184936 -5.588137 0.0 0.0 0.0 0.00
C -1.871217 1.869754 -3.749142 0.0 0.0 0.0 0.01
C -0.519454 2.125399 -3.312925 0.0 0.0 0.0 0.02
N 0.212953 1.355111 -2.583325 -0.1 -0.1 0.0 0.04
C 1.466543 1.849152 -2.172276 0.1 0.1 0.0 0.01
C 1.664671 3.185144 -1.822630 0.0 0.0 0.0 -0.01
C 2.906191 3.638966 -1.417168 0.0 0.0 0.0 0.00
C 3.980285 2.765499 -1.331056 0.0 0.0 0.0 0.00
C 3.799382 1.425930 -1.635694 0.0 0.0 0.0 -0.01
C 2.551185 0.985483 -2.042736 0.0 0.0 0.0 -0.03
I 2.271538 -1.048393 -2.433445 0.2 0.0 -0.1 0.02
C -2.527357 0.641395 -3.535398 0.0 0.0 -0.1 0.03
O -1.993252 -0.389330 -2.979893 0.0 0.0 0.0 0.04
H -5.619855 -0.693456 -4.122273 0.0 0.0 0.0 0.00
H -4.594517 -1.014383 -2.694749 0.0 0.0 0.0 0.00
H -4.083246 -1.587771 -4.264015 0.0 0.0 0.0 0.00
H -4.434573 3.438499 -5.328564 0.0 0.0 0.0 0.00
H -1.599306 4.723491 -3.798451 0.0 0.0 0.0 0.00
H -2.744324 4.905446 -5.120029 0.0 0.0 0.0 0.00
H -1.111852 3.672611 -6.360188 0.0 0.0 0.0 0.00
H -0.090043 3.066912 -3.654127 0.0 0.0 0.0 0.00
H 0.820943 3.862919 -1.838250 0.0 0.0 0.0 0.00
H 3.027848 4.678650 -1.143848 0.0 0.0 0.0 0.00
H 4.949766 3.115686 -1.003167 0.0 0.0 0.0 0.00
H 4.620757 0.727292 -1.553239 0.0 0.0 0.0 0.00
S -1.205075 -5.020083 -0.419555 0.0 0.0 0.0 0.01
C -0.735859 -3.367381 -0.412973 0.0 -0.1 0.0 -0.01
N -0.687682 -2.784365 -1.565460 -0.1 0.1 0.1 0.02
C -1.070808 -3.652508 -2.582177 0.1 0.0 -0.1 0.00
C -1.155373 -3.326988 -3.936071 0.0 0.0 0.0 0.01
C -1.552444 -4.307798 -4.818756 0.0 0.0 0.0 0.00
C -1.865898 -5.599458 -4.373466 0.0 0.0 0.0 0.00
C -1.791158 -5.929977 -3.036509 0.0 0.0 0.0 0.00
C -1.389771 -4.939480 -2.142297 0.0 0.0 0.0 -0.01
H -0.517644 -2.858723 0.515476 -0.1 0.0 0.0 0.03
H -0.941479 -2.316430 -4.258483 0.0 0.0 0.0 0.02
H -1.632213 -4.076777 -5.872649 0.0 0.0 0.0 0.00
H -2.177578 -6.348539 -5.089124 0.0 0.0 0.0 0.00
H -2.039017 -6.925219 -2.693073 0.0 0.0 0.0 0.00
O -1.963119 -0.703666 0.207571 0.0 0.1 0.0 0.03
C -1.407360 0.326943 0.660494 0.1 0.0 0.0 -0.03
O -0.323847 0.761115 0.155450 0.0 -0.1 0.0 0.05
C -1.993105 1.071545 1.836413 0.0 -0.1 0.0 0.01
C -1.489951 0.493977 3.166452 0.0 0.0 0.0 0.00
Ge 0.432447 0.124224 3.343258 0.0 0.0 0.0 0.00
C 0.763721 -0.145797 5.259965 0.0 0.0 0.0 0.00
C 0.197799 0.721831 6.194649 0.0 0.0 0.0 0.00
C 0.460155 0.587529 7.550725 0.0 0.0 0.0 0.00
C 1.301886 -0.421511 7.996883 0.0 0.0 0.0 0.00
C 1.879511 -1.288855 7.081627 0.0 0.0 0.0 0.00
C 1.611355 -1.149552 5.726115 0.0 0.0 0.0 0.00
C 0.883241 -1.587767 2.504354 0.0 0.0 0.0 -0.02
C 1.741253 -1.710317 1.413027 0.0 0.0 0.0 0.03
C 2.142103 -2.963532 0.959599 0.1 0.0 0.0 -0.01
C 1.682020 -4.113231 1.584372 0.0 0.0 0.0 0.00
C 0.797704 -4.010009 2.650978 0.0 0.0 0.0 0.00
C 0.404023 -2.757699 3.102463 0.0 0.0 0.0 0.00
C 1.621634 1.557432 2.770776 0.0 0.0 0.0 0.00
C 1.150023 2.850666 2.556401 0.0 0.0 0.0 0.00
C 2.022567 3.890448 2.265914 0.0 0.0 0.0 0.00
C 3.386411 3.650684 2.188653 0.0 0.0 0.0 0.00
C 3.873126 2.369902 2.403400 0.0 0.0 0.0 0.00
C 2.996305 1.334760 2.696081 0.0 0.0 0.0 0.00
H -3.080220 1.000939 1.788399 0.0 0.0 0.0 0.00
H -1.708394 2.117776 1.739236 0.0 0.0 0.0 0.00
H -1.974152 -0.468684 3.352750 0.0 0.0 0.0 0.00
H -1.789172 1.147514 3.987853 0.0 0.0 0.0 0.00
H -0.454956 1.523799 5.866885 0.0 0.0 0.0 0.00
H 0.009205 1.270927 8.259307 0.0 0.0 0.0 0.00
H 1.507898 -0.529776 9.054132 0.0 0.0 0.0 0.00
H 2.540473 -2.075875 7.422855 0.0 0.0 0.0 0.00
H 2.069339 -1.838891 5.024945 0.0 0.0 0.0 0.00
H 2.100163 -0.818826 0.909811 0.0 0.0 0.0 0.00
H 2.819843 -3.040424 0.118851 0.0 0.0 0.0 0.00
H 2.001866 -5.086925 1.235027 0.0 0.0 0.0 0.00
H 0.423769 -4.903062 3.136736 0.0 0.0 0.0 0.00
H -0.262905 -2.691974 3.956054 0.0 0.0 0.0 0.00
H 0.089264 3.059804 2.623516 0.0 0.0 0.0 0.00
H 1.637031 4.890051 2.106444 0.0 0.0 0.0 0.00
H 4.069595 4.461716 1.967037 0.0 0.0 0.0 0.00
H 4.937895 2.177422 2.352059 0.0 0.0 0.0 0.00
H 3.396412 0.344454 2.886783 0.0 0.0 0.0 0.00
```
Positions in Å, forces in eV/Å.

Output
**Molar mass**: 933.29 g/mol
**2S+1**: 6
**Orbital gap (spin up / spin down)**: 7.526 / 7.641 eV
**E_LUMO (spin up / spin down)**: -0.1 / -0.1 eV



4.
Entry from OMol25: 3 unconnected molecules or ions with the total composition C16H31FO2SSi (ωB97M-V with the def2-TZVPD basis set).

```
52
Properties=species:S:1:pos:R:3:forces:R:3:lowdin_charge:R:1
C 6.878607 -3.308425 2.907771 -0.4 0.0 -0.2 -0.05
C 6.248386 -2.373668 1.911509 -0.3 0.2 0.1 -0.27
C 6.853437 -2.062104 0.701556 0.0 0.2 -0.3 -0.05
C 6.248876 -1.198701 -0.211514 -0.4 0.0 0.4 -0.07
C 5.011873 -0.634218 0.082121 0.4 -0.4 0.3 -0.07
C 4.387623 -0.939154 1.292730 -0.3 0.0 0.4 -0.31
C 3.021441 -0.365848 1.611319 0.2 -0.3 -0.5 -0.26
Si 1.735068 -1.028888 0.390443 0.0 0.0 0.8 0.35
S -0.121829 0.025983 0.701866 -0.2 0.2 -0.5 0.45
C 1.413313 -2.871726 0.585985 0.5 0.1 0.0 -0.29
C 2.649846 -3.740747 0.705598 -0.1 0.0 0.1 -0.27
F 2.347098 -5.032958 0.277251 0.0 -0.2 -0.1 -0.07
C 5.007527 -1.796292 2.201754 0.4 0.1 -0.7 -0.03
H 7.343648 -2.751840 3.715644 0.2 0.0 0.1 0.08
H 6.097428 -3.926768 3.342988 0.0 -0.1 0.2 0.07
H 7.584312 -3.981079 2.433590 0.3 0.0 0.0 0.08
H 7.815844 -2.485844 0.453190 0.1 -0.1 0.0 0.11
H 6.720074 -0.967062 -1.152916 0.2 0.0 -0.1 0.10
H 4.520163 0.024885 -0.613751 0.0 0.1 -0.2 0.10
H 2.724687 -0.627082 2.623984 0.0 0.1 0.2 0.08
H 3.057109 0.716950 1.525010 -0.2 0.2 0.0 0.08
H 2.205470 -0.747831 -0.974626 -0.2 0.1 -0.1 0.00
H -0.182328 0.035616 2.039301 0.3 -0.2 0.1 -0.20
H 0.897648 -3.190752 -0.318221 -0.2 0.0 -0.1 0.08
H 0.765638 -3.048932 1.440109 -0.2 0.0 0.0 0.07
H 3.490141 -3.393701 0.109221 0.1 0.0 -0.2 0.11
H 2.978697 -3.830736 1.737503 0.1 0.1 0.1 0.11
H 4.512724 -2.023729 3.133249 -0.1 -0.1 0.2 0.12
C -2.980460 3.153135 -2.630137 0.2 0.1 -0.2 -0.06
C -2.378133 1.768539 -2.812400 -0.1 0.1 0.3 -0.49
C -2.988575 0.760953 -1.852893 0.1 -0.2 0.0 -0.07
O -0.961372 1.814704 -2.635853 0.0 0.0 -0.2 -0.07
H -2.794696 3.523944 -1.620567 -0.1 -0.1 0.1 0.08
H -2.529380 3.857283 -3.331046 0.0 0.0 0.0 0.08
H -4.057044 3.142018 -2.793919 0.0 0.0 0.0 0.06
H -2.534901 1.435283 -3.839623 0.1 0.0 0.0 0.14
H -2.799477 1.060333 -0.819705 -0.1 0.1 0.0 0.06
H -2.538889 -0.222447 -1.997242 0.0 0.0 0.0 0.08
H -4.067231 0.675599 -1.993781 0.0 0.0 0.0 0.07
H -0.790919 2.096705 -1.730246 0.0 0.0 0.0 0.07
C -7.402390 3.821076 -0.565016 0.1 0.1 -0.1 -0.06
C -6.321023 2.767369 -0.749522 -0.2 0.0 0.3 -0.50
C -6.792536 1.396039 -0.288799 0.1 -0.1 0.0 -0.06
O -5.134092 3.145999 -0.050956 0.0 0.0 -0.1 -0.06
H -7.666500 3.913269 0.492043 0.0 -0.1 0.0 0.08
H -7.048259 4.795407 -0.902362 0.0 0.0 0.0 0.08
H -8.304391 3.565662 -1.122776 0.0 0.0 0.0 0.08
H -6.039596 2.719963 -1.801526 0.1 0.0 0.0 0.12
H -7.039284 1.418060 0.776290 -0.1 0.0 0.0 0.08
H -6.007721 0.652712 -0.428394 0.0 0.0 0.0 0.07
H -7.678318 1.075801 -0.839200 0.0 0.0 0.0 0.08
H -5.357333 3.187245 0.884963 0.0 0.0 0.0 0.09
```
Positions in Å, forces in eV/Å.

Output
**Molar mass**: 334.57 g/mol
**2S+1**: 1
**Orbital gap**: 9.394 eV
**SMILES**: Cc1cccc(C[Si@H](S)CCF)c1.CC(C)O.CC(C)O
**E_LUMO**: 0.5 eV



- Look up the molar mass of the first one.
  103.12 g/mol



Repeat the first record exactly.
Entry from OMol25: 2 unconnected molecules or ions with the total composition C3H3O2S (ωB97M-V with the def2-TZVPD basis set).

```
9
Properties=species:S:1:pos:R:3:forces:R:3:lowdin_charge:R:1
C 0.244664 -0.071789 0.293447 -3.7 0.4 3.8 -0.19
C -0.276923 0.948255 -0.378458 -1.8 -0.7 1.6 -0.84
C -3.743592 -0.697609 -0.053678 -0.2 0.8 0.4 -0.52
O -3.096447 -1.418401 -0.686983 0.1 -0.3 -0.1 0.16
O -4.468840 -0.046229 0.584367 0.1 -0.4 -0.2 0.13
S -1.797576 1.735460 -0.106643 0.0 0.3 0.1 0.28
H 1.044485 -0.596230 0.007628 3.2 -1.8 -1.2 -0.05
H -0.271194 -0.478164 1.273161 0.9 0.9 -2.0 0.07
H 0.194490 1.190578 -1.251653 1.4 0.9 -2.3 -0.02
```
Positions in Å, forces in eV/Å.

Output
**Molar mass**: 103.12 g/mol
**2S+1**: 1
**Orbital gap**: 6.150 eV
**Total charge**: -1
**E_LUMO**: 3.6 eV



- Which of these has the highest molar mass?
  C35H28Br3I2N3O2STc



- What is the molar mass in the fourth record?
  334.57 g/mol